(1)
C13H16N4OS | ωB97M-V with the def2-TZVPD basis set

Geometry (Å):
C  -0.7948  -3.8656  -4.4719
C  -0.4164  -2.6310  -3.7301
N  0.7339  -2.5135  -3.1496
N  0.7566  -1.3125  -2.6046
C  2.0480  -0.8116  -2.1602
C  -0.4528  -0.5968  -2.8524
C  -0.9430  0.6692  -2.4934
C  -0.3902  1.3526  -1.2914
C  -0.3866  0.7914  0.0062
C  -0.8028  -0.5512  0.2214
N  -1.0929  -1.6782  0.4669
C  0.4437  1.5821  0.9695
S  1.6926  2.6670  0.5101
N  0.1715  1.4976  2.3312
C  -1.0708  0.8460  2.9187
C  -0.9419  1.2145  4.4214
C  0.5070  1.5530  4.6921
C  0.9176  2.1869  3.3196
O  -1.1072  -1.4528  -3.7029
H  -0.4255  -4.7565  -4.0688
H  -0.4196  -3.7868  -5.4524
H  -1.9600  -3.9960  -4.6431
H  2.4649  -1.3227  -1.2232
H  2.0674  0.2628  -2.0593
H  2.7148  -0.9501  -2.9818
H  -1.7228  1.1148  -3.1637
H  -0.1913  2.4332  -1.2650
H  -1.0401  -0.1545  2.6507
H  -1.9918  1.2301  2.4267
H  -1.3320  0.4174  5.0249
H  -1.4489  2.1502  4.5730
H  1.0689  0.6725  4.8838
H  0.7017  2.3761  5.3661
H  0.7178  3.2984  3.3295
H  1.9249  2.0639  3.2020

Cartesian forces (eV/Å) of the 6 atoms listed first:
-3.9387 1.3621 -0.7512
1.9349 -0.2017 0.3227
-1.4170 -1.9280 -0.7048
-1.2817 3.4661 1.1662
0.3170 -0.2950 1.0488
1.3149 -0.5296 -0.0697

Values from the calculation:
* SMILES: CC1=NN(C)/C(=C\C=C(/C#N)C(=S)N2CCCC2)O1
* lowest unoccupied orbital energy: -0.32 eV
* relative energy (zero: lowest compared OMol25 entry of this formula, charge and spin): 111.0 kcal per mole
* E_HOMO: -7.5 eV
* gap between HOMO and LUMO: 7.22 eV

Mulliken population analysis, charges in e, atoms 1 to 5: C -1.185; C 0.693; N -1.039; N 0.969; C -0.888


(2)
C13H16N6O3S2 | ωB97M-V with the def2-TZVPD basis set

Geometry (Å):
C  -4.7897  -0.7964  0.4621
C  -4.5504  0.6939  0.6579
O  -3.1709  0.9753  0.8920
C  -2.3864  1.1105  -0.1831
O  -2.7995  1.0130  -1.3238
C  -0.9934  1.3871  0.1703
C  -0.5463  1.4485  1.4864
N  0.7168  1.6398  1.8150
C  1.5596  1.8014  0.8000
S  3.2316  2.0035  1.2699
C  4.0759  1.8739  -0.3536
C  5.1153  0.7898  -0.2672
O  6.3027  0.9899  -0.2910
N  4.6448  -0.4968  -0.0825
C  3.3668  -0.9672  -0.1815
N  2.4667  -0.5495  -1.0009
N  1.3069  -1.1821  -0.8936
C  1.2762  -2.1088  -0.0100
C  0.1116  -2.9847  0.2696
C  -1.2099  -2.2407  0.1018
S  2.8043  -2.2894  0.8484
N  1.2688  1.8095  -0.4810
C  0.0011  1.5751  -0.8347
N  -0.2819  1.5527  -2.1339
H  -4.2753  -1.1405  -0.4316
H  -4.4194  -1.3521  1.3202
H  -5.8541  -0.9813  0.3505
H  -4.8816  1.2496  -0.2255
H  -5.0677  1.0625  1.5460
H  -1.2340  1.3191  2.3108
H  4.5663  2.8227  -0.5623
H  3.2865  1.6558  -1.0741
H  5.3577  -1.1649  0.1860
H  0.1462  -3.8294  -0.4264
H  0.1996  -3.3847  1.2815
H  -2.0409  -2.9271  0.2429
H  -1.2705  -1.8059  -0.8918
H  -1.2885  -1.4404  0.8336
H  0.4785  1.5668  -2.7907
H  -1.2237  1.3015  -2.4058

Cartesian forces (eV/Å) of the 6 atoms listed first:
0.2346 0.3555 0.0472
-0.5203 -0.1677 -0.2599
0.2265 0.0140 0.1849
0.1145 0.0523 -0.0946
-0.1099 -0.0469 0.1098
0.2095 0.0229 0.0094

Values from the calculation:
* SMILES: CCOC(=O)c1cnc(SCC(=O)Nc2nnc(CC)s2)nc1N
* lowest unoccupied orbital energy: 0.26 eV
* relative energy (zero: lowest compared OMol25 entry of this formula, charge and spin): 22.6 kcal per mole
* E_HOMO: -8.7 eV
* gap between HOMO and LUMO: 8.98 eV

Mulliken population analysis, charges in e, atoms 1 to 5: C -1.065; C -0.287; O -0.328; C 0.799; O -0.764


(3)
C13H16OS | ωB97M-V with the def2-TZVPD basis set

Geometry (Å):
C  -2.3351  2.2838  -0.7251
C  -1.1821  2.2947  -1.4913
C  -2.5412  1.2682  0.1936
C  -0.2313  1.3019  -1.3348
C  -1.5978  0.2691  0.3436
C  -0.4253  0.2784  -0.4111
C  2.2822  0.8344  0.7939
C  1.7159  1.0223  2.2066
C  1.7131  -0.5939  0.6306
C  0.5804  -0.7861  -0.2419
C  1.2908  -0.4170  2.2008
C  -1.0326  -2.2799  -1.5031
C  0.2259  -2.1675  -0.6592
O  0.1254  -0.8005  2.7278
S  1.6595  -2.8849  -1.6282
H  -3.0750  3.0605  -0.8491
H  -1.0265  3.0800  -2.2171
H  -3.4424  1.2502  0.7901
H  0.6577  1.3026  -1.9503
H  -1.7582  -0.5286  1.0546
H  1.8934  1.5430  0.0691
H  3.3688  0.8403  0.7635
H  2.4486  1.2776  2.9718
H  0.8836  1.7394  2.2687
H  2.4621  -1.3778  0.5059
H  -1.9124  -2.0259  -0.9145
H  -1.1448  -3.2971  -1.8729
H  -0.9820  -1.6011  -2.3534
H  0.1779  -2.8523  0.1944
H  -0.4183  -0.0549  3.0400
H  1.6197  -1.9788  -2.6031

Cartesian forces (eV/Å) of the 6 atoms listed first:
-0.0693 0.0841 -0.0155
-0.0405 0.1357 -0.0711
-0.1178 0.0193 0.0310
-0.0712 0.0009 0.0219
0.0389 0.0540 0.0132
0.0823 0.0604 0.0085

Values from the calculation:
* lowest unoccupied orbital energy (spin up / spin down): 0.60 / 0.18 eV
* relative energy (zero: lowest compared OMol25 entry of this formula, charge and spin): 17.0 kcal per mole
* E_HOMO (spin up / spin down): -7.3 / -7.2 eV
* gap between HOMO and LUMO (spin up / spin down): 7.87 / 7.38 eV

Mulliken population analysis, charges in e, atoms 1 to 5: C -0.400; C -0.751; C -0.952; C -0.023; C -0.181


(4)
C13H16OSi | ωB97M-V with the def2-TZVPD basis set

Geometry (Å):
C  -3.5742  0.0787  1.8622
C  -3.4277  0.4325  0.5231
C  -2.4424  0.0179  2.6627
C  -2.1436  0.6046  -0.0399
C  -1.1976  0.0578  2.1153
C  -1.0787  0.3143  0.7823
C  0.8304  1.2915  2.4053
C  0.9407  1.5103  1.0924
C  0.3198  -0.2184  2.5434
C  0.4161  0.2382  0.4158
C  0.2074  -1.7868  -2.3189
C  3.1088  -1.1554  -1.2126
C  1.4938  1.0122  -2.7030
O  0.8302  -0.7922  1.4099
Si  1.3596  -0.4853  -1.6039
H  -4.5450  -0.0255  2.4023
H  -4.2588  0.3596  -0.1871
H  -2.5371  -0.1525  3.7076
H  -2.0120  0.9805  -1.0456
H  1.1549  2.0901  3.1033
H  1.0932  2.2780  0.3486
H  0.4998  -0.7997  3.4481
H  -0.7159  -1.3231  -1.9958
H  0.1196  -1.9737  -3.3935
H  0.4549  -2.7628  -1.9982
H  3.0181  -2.1361  -0.5155
H  3.7367  -1.4784  -2.1086
H  3.6869  -0.3111  -0.6527
H  0.9805  1.9707  -2.4082
H  2.5232  1.2348  -2.7778
H  1.1582  0.9294  -3.8612

Cartesian forces (eV/Å) of the 6 atoms listed first:
-0.7605 0.8770 0.1855
-0.2118 -0.7700 -0.6789
0.2544 -0.4811 0.6665
-0.5422 -0.1366 1.0090
1.0348 -1.1472 0.2709
0.5216 0.0307 -2.6629

Values from the calculation:
* lowest unoccupied orbital energy: 0.80 eV
* relative energy (zero: lowest compared OMol25 entry of this formula, charge and spin): 50.2 kcal per mole
* E_HOMO: -8.3 eV
* gap between HOMO and LUMO: 9.11 eV

Mulliken population analysis, charges in e, atoms 1 to 5: C -0.551; C -0.555; C -0.765; C -0.564; C -0.211


(5)
C13H17B11Br6N2O4RhS | ωB97M-V with the def2-TZVPD basis set

Geometry (Å):
Rh  -0.9316  0.5329  -0.8155
C  -2.4261  -2.4068  -0.8283
N  -2.6616  -0.9602  -0.9140
C  -3.8290  -0.4837  -1.0127
C  -3.9211  0.9909  -1.1556
C  -5.0067  1.8240  -1.6830
C  -4.5180  3.0649  -1.7448
C  -3.1372  3.0634  -1.1531
N  -2.8657  1.6544  -0.8712
C  -1.5011  -2.8043  -1.9485
C  -1.7978  -3.8313  -2.8292
C  -0.9053  -4.1440  -3.8498
C  0.2748  -3.4309  -4.0021
C  0.5818  -2.3962  -3.1253
C  -0.3088  -2.1099  -2.1082
H  -3.3704  -2.9523  -0.8724
H  -1.9562  -2.5976  0.1401
H  -4.7201  -1.1095  -1.0180
H  -5.9835  1.4740  -1.9781
H  -5.0022  3.9619  -2.0998
H  -3.1573  3.5826  -0.1874
H  -2.7204  -4.3897  -2.7251
H  -1.1401  -4.9472  -4.5355
H  0.9583  -3.6788  -4.8031
H  1.5030  -1.8378  -3.2253
H  -0.0465  -1.3420  -1.3732
Br  -0.8694  -0.0241  1.7291
B  1.0370  0.2968  2.1909
B  1.5113  1.1293  3.6606
C  3.0048  1.8175  3.2526
B  1.7884  1.8823  2.0731
B  3.4923  1.6231  1.6404
B  4.2595  0.7120  2.9536
B  3.0395  0.4098  4.2022
B  1.7689  -0.6251  3.5128
Br  0.7249  -1.8772  4.5485
B  3.4920  -0.8923  3.0739
Br  4.4548  -2.4485  3.6487
B  3.7718  -0.1275  1.4635
Br  5.0334  -0.8148  0.1766
B  2.2399  0.6001  0.9508
Br  1.7749  0.6227  -0.9682
B  2.2229  -0.9667  1.8089
Br  1.6760  -2.5827  0.8925
H  0.7829  1.6291  4.4416
H  3.2700  2.7449  3.7369
H  1.2437  2.8890  1.7895
H  4.0971  2.4591  1.0705
H  5.3714  0.9563  3.2573
H  3.3319  0.4544  5.3426
O  -0.4488  2.7499  -0.5358
S  -0.6779  3.0910  -1.9720
O  0.1208  4.1014  -2.5400
O  -0.7492  1.7913  -2.6839
O  -2.1761  3.6720  -1.9984

Cartesian forces (eV/Å) of the 6 atoms listed first:
0.3254 0.1774 0.0502
0.0328 -0.0373 -0.0484
0.1211 -0.0158 0.1112
-0.1200 0.2053 -0.0543
-0.2924 -0.3422 -0.0767
0.0414 -0.0775 0.0771

Values from the calculation:
* ⟨S²⟩: 6.013
* net charge: +1
* lowest unoccupied orbital energy (spin up / spin down): -5.42 / -7.53 eV
* relative energy (zero: lowest compared OMol25 entry of this formula, charge and spin): 0.0 kcal per mole
* E_HOMO (spin up / spin down): -11.7 / -11.7 eV
* multiplicity: 5
* gap between HOMO and LUMO (spin up / spin down): 6.27 / 4.16 eV

Mulliken population analysis, charges in e, atoms 1 to 5: Rh 0.245; C -0.989; N 0.194; C -0.432; C 0.635


(6)
C13H17Br4F3O9 | ωB97M-V with the def2-TZVPD basis set

Geometry (Å):
O  -4.9439  0.5081  -0.6992
C  -4.4994  1.5423  -0.3651
O  -4.6853  2.1411  0.8512
C  -4.2191  3.4382  0.7898
C  -3.2524  3.4248  -0.3731
F  -2.0605  3.2072  0.0817
O  -3.6491  2.3268  -1.1176
H  -5.1302  4.0217  0.6582
H  -3.7841  3.6738  1.7610
H  -3.2482  4.3617  -0.9302
O  -2.7348  -2.1341  -1.1937
C  -1.9822  -1.4563  -0.5480
O  -0.8640  -0.8414  -0.9871
C  -0.4789  0.1143  -0.0178
C  -0.8010  -0.6323  1.1760
F  -1.0272  0.1456  2.2398
O  -2.0238  -1.2529  0.7631
H  0.5770  0.3523  -0.1461
H  -1.1546  0.9611  -0.1385
H  -0.2399  -1.5217  1.4627
O  5.2397  5.1293  -0.7791
C  4.2094  4.5302  -0.4439
O  4.2048  3.1856  -0.4268
C  3.1042  2.7630  0.3002
C  2.1208  3.9088  -0.0778
F  0.9808  4.0867  0.6721
O  3.0499  4.9928  0.0417
H  2.7764  1.8742  -0.2390
H  3.1974  2.6510  1.3804
H  1.7505  3.8775  -1.1025
Br  -1.8885  -5.5025  -1.8101
C  -0.5328  -4.1842  -2.5671
C  0.8567  -4.8574  -2.6206
Br  2.0248  -3.6815  -3.7985
H  -0.5590  -3.2920  -1.9415
H  -0.9978  -3.8937  -3.5091
H  0.8196  -5.8068  -3.1548
H  1.3226  -4.9090  -1.6365
Br  0.5707  -3.8602  1.2041
C  1.8007  -3.3424  2.6985
C  3.0463  -2.6245  2.1477
Br  2.7079  -0.8134  1.4405
H  2.0546  -4.2234  3.2879
H  1.1987  -2.6882  3.3291
H  3.4412  -3.2320  1.3333
H  3.7017  -2.4683  3.0045

Cartesian forces (eV/Å) of the 6 atoms listed first:
-0.0983 -0.1832 -0.2260
0.3467 0.2748 0.8467
-0.3522 -2.2946 -0.7544
-0.8999 0.9892 0.7968
-2.6116 1.2969 -0.1666
3.6557 -0.5484 1.0540

Values from the calculation:
* SMILES: O=C1OC[C@@H](F)O1.O=C1OC[C@@H](F)O1.O=C1OC[C@@H](F)O1.BrCCBr.BrCCBr
* lowest unoccupied orbital energy: 0.01 eV
* E_HOMO: -10.0 eV
* gap between HOMO and LUMO: 10.00 eV

Mulliken population analysis, charges in e, atoms 1 to 5: O -0.459; C 0.650; O -0.339; C -0.491; C 0.357


Energy across the listed records, respectively: -32580.17169 -50495.51581 -26619.56850 -23662.19892 -466465.69998 -320505.65966 eV.